Entry 1:
{
  "formula": "C13H17ClOTi",
  "method": "the ωB97M-V functional and the def2-TZVPD basis",
  "lumo_ha": [0.0957, 0.0959],
  "homo_ha": [-0.0955, -0.0954],
  "total_charge": -1,
  "s2": 0.753,
  "spin_multiplicity": 2,
  "elements": ["C", "C", "C", "H", "C", "C", "H", "H", "H", "H", "Ti", "Cl", "C", "C", "C", "H", "C", "C", "H", "H", "H", "H", "C", "C", "C", "O", "H", "H", "H", "H", "H", "H", "H"],
  "coordinates": [[-1.193, 1.439, -1.163], [-0.405, 0.912, -2.224], [0.987, 0.982, -1.840], [-0.778, 0.619, -3.211], [1.033, 1.602, -0.538], [-0.319, 1.800, -0.077], [-0.609, 2.337, 0.819], [-2.253, 1.701, -1.205], [1.843, 0.670, -2.430], [1.924, 1.968, -0.032], [0.128, -0.399, -0.336], [-1.716, -1.412, 0.315], [2.469, -4.207, -1.272], [3.645, -3.395, -1.271], [3.767, -2.795, -2.562], [4.349, -3.288, -0.449], [2.666, -3.235, -3.360], [1.865, -4.109, -2.562], [0.973, -4.636, -2.893], [2.120, -4.823, -0.447], [4.576, -2.147, -2.893], [2.491, -2.979, -4.403], [3.146, 0.643, 2.210], [2.089, -0.451, 2.169], [1.115, -0.421, 3.336], [1.388, -0.524, 0.900], [2.727, 1.662, 2.263], [3.857, 0.515, 1.390], [3.705, 0.479, 3.147], [2.641, -1.402, 2.222], [0.505, 0.493, 3.349], [0.470, -1.316, 3.314], [1.713, -0.443, 4.249]],
  "atomic_forces_ev_per_a": [[0.8670, 0.3968, -0.2126], [0.2467, 0.7293, 0.2996], [-0.5039, 1.2544, 0.2707], [0.1880, -0.1850, 0.6234], [-0.6920, 0.9269, -1.2148], [0.6010, 0.5539, -1.5277], [0.0258, -0.3411, -0.0508], [0.3316, -0.7181, 0.1543], [-0.2291, 0.0153, 0.0965], [-0.2657, -0.6472, -0.0160], [0.6037, -0.5847, 0.8012], [-1.3114, -0.8505, 0.3115], [0.3289, 0.4921, -0.6092], [-0.5226, -0.1139, -0.7264], [-0.6533, -0.5435, 0.2571], [-0.1335, 0.0171, -0.0987], [0.1884, -0.1823, 0.8491], [0.6924, 0.4677, 0.2107], [0.1019, 0.0958, 0.0713], [0.0175, 0.1170, -0.1090], [-0.1343, -0.0734, 0.0637], [0.0020, -0.0243, 0.1614], [-0.0380, -0.0483, 0.5589], [-0.3463, -0.6680, -1.3280], [-0.0283, -0.0717, -0.1355], [0.8576, -0.4076, 1.8636], [0.1126, -0.3320, -0.2574], [-0.2220, 0.2365, -0.0308], [-0.0727, 0.1761, -0.2750], [-0.1265, 0.1031, -0.0055], [0.0685, -0.2443, -0.1170], [0.1608, 0.4816, -0.0249], [-0.1146, -0.0278, 0.1464]]
}

***

Entry 2:
{
  "formula": "H4N2O2P",
  "method": "the ωB97M-V functional and the def2-TZVPD basis",
  "lumo_ha": 0.1724,
  "homo_ha": -0.1770,
  "smiles": "NN[P@H](=O)[O-]",
  "total_charge": -1,
  "relative_energy_kj_mol": 272.03,
  "elements": ["N", "N", "P", "O", "O", "H", "H", "H", "H"],
  "coordinates": [[-1.194, -1.002, -0.440], [0.189, -0.680, -0.345], [0.718, 0.792, 0.380], [-0.492, 1.727, 0.670], [1.909, 1.313, -0.354], [-1.454, -1.508, 0.388], [-1.646, -0.174, -0.355], [0.666, -0.803, -1.458], [1.304, 0.337, 1.514]],
  "atomic_forces_ev_per_a": [[1.5163, -2.3666, -0.2940], [2.1592, -0.9734, -4.4947], [-1.7169, 2.8126, -0.6916], [1.7499, -2.2489, -0.4086], [-0.0171, -0.2103, -0.6446], [0.1132, -0.4449, 0.3694], [-2.0466, 3.3301, 0.1110], [-1.7036, 0.7463, 4.4884], [-0.0543, -0.6447, 1.5647]]
}

***

Entry 3:
{
  "formula": "CH3NS2",
  "method": "the ωB97M-V functional and the def2-TZVPD basis",
  "lumo_ha": -0.0243,
  "homo_ha": -0.3175,
  "relative_energy_kj_mol": 243.64,
  "elements": ["C", "H", "H", "H", "N", "S", "S"],
  "coordinates": [[0.625, -0.228, 0.195], [-2.995, 0.971, 0.875], [-0.337, 1.389, -0.444], [0.506, -1.379, 0.338], [-0.509, 0.546, 0.044], [-2.058, -0.212, -0.098], [2.223, -0.003, -0.042]],
  "atomic_forces_ev_per_a": [[-0.3291, -3.1002, -0.2936], [2.1677, -2.7653, -2.0263], [-0.0776, 1.0136, -0.4992], [-1.0656, 2.2051, 0.3019], [0.8923, -1.8854, 0.4826], [-1.2863, 3.2353, 2.0552], [-0.3014, 1.2968, -0.0206]]
}

***

Copy entry 3 word for word.
{
  "formula": "CH3NS2",
  "method": "the ωB97M-V functional and the def2-TZVPD basis",
  "lumo_ha": -0.0243,
  "homo_ha": -0.3175,
  "relative_energy_kj_mol": 243.64,
  "elements": ["C", "H", "H", "H", "N", "S", "S"],
  "coordinates": [[0.625, -0.228, 0.195], [-2.995, 0.971, 0.875], [-0.337, 1.389, -0.444], [0.506, -1.379, 0.338], [-0.509, 0.546, 0.044], [-2.058, -0.212, -0.098], [2.223, -0.003, -0.042]],
  "atomic_forces_ev_per_a": [[-0.3291, -3.1002, -0.2936], [2.1677, -2.7653, -2.0263], [-0.0776, 1.0136, -0.4992], [-1.0656, 2.2051, 0.3019], [0.8923, -1.8854, 0.4826], [-1.2863, 3.2353, 2.0552], [-0.3014, 1.2968, -0.0206]]
}

***

What did the first record say?
{
  "formula": "C13H17ClOTi",
  "method": "the ωB97M-V functional and the def2-TZVPD basis",
  "lumo_ha": [0.0957, 0.0959],
  "homo_ha": [-0.0955, -0.0954],
  "total_charge": -1,
  "s2": 0.753,
  "spin_multiplicity": 2,
  "elements": ["C", "C", "C", "H", "C", "C", "H", "H", "H", "H", "Ti", "Cl", "C", "C", "C", "H", "C", "C", "H", "H", "H", "H", "C", "C", "C", "O", "H", "H", "H", "H", "H", "H", "H"],
  "coordinates": [[-1.193, 1.439, -1.163], [-0.405, 0.912, -2.224], [0.987, 0.982, -1.840], [-0.778, 0.619, -3.211], [1.033, 1.602, -0.538], [-0.319, 1.800, -0.077], [-0.609, 2.337, 0.819], [-2.253, 1.701, -1.205], [1.843, 0.670, -2.430], [1.924, 1.968, -0.032], [0.128, -0.399, -0.336], [-1.716, -1.412, 0.315], [2.469, -4.207, -1.272], [3.645, -3.395, -1.271], [3.767, -2.795, -2.562], [4.349, -3.288, -0.449], [2.666, -3.235, -3.360], [1.865, -4.109, -2.562], [0.973, -4.636, -2.893], [2.120, -4.823, -0.447], [4.576, -2.147, -2.893], [2.491, -2.979, -4.403], [3.146, 0.643, 2.210], [2.089, -0.451, 2.169], [1.115, -0.421, 3.336], [1.388, -0.524, 0.900], [2.727, 1.662, 2.263], [3.857, 0.515, 1.390], [3.705, 0.479, 3.147], [2.641, -1.402, 2.222], [0.505, 0.493, 3.349], [0.470, -1.316, 3.314], [1.713, -0.443, 4.249]],
  "atomic_forces_ev_per_a": [[0.8670, 0.3968, -0.2126], [0.2467, 0.7293, 0.2996], [-0.5039, 1.2544, 0.2707], [0.1880, -0.1850, 0.6234], [-0.6920, 0.9269, -1.2148], [0.6010, 0.5539, -1.5277], [0.0258, -0.3411, -0.0508], [0.3316, -0.7181, 0.1543], [-0.2291, 0.0153, 0.0965], [-0.2657, -0.6472, -0.0160], [0.6037, -0.5847, 0.8012], [-1.3114, -0.8505, 0.3115], [0.3289, 0.4921, -0.6092], [-0.5226, -0.1139, -0.7264], [-0.6533, -0.5435, 0.2571], [-0.1335, 0.0171, -0.0987], [0.1884, -0.1823, 0.8491], [0.6924, 0.4677, 0.2107], [0.1019, 0.0958, 0.0713], [0.0175, 0.1170, -0.1090], [-0.1343, -0.0734, 0.0637], [0.0020, -0.0243, 0.1614], [-0.0380, -0.0483, 0.5589], [-0.3463, -0.6680, -1.3280], [-0.0283, -0.0717, -0.1355], [0.8576, -0.4076, 1.8636], [0.1126, -0.3320, -0.2574], [-0.2220, 0.2365, -0.0308], [-0.0727, 0.1761, -0.2750], [-0.1265, 0.1031, -0.0055], [0.0685, -0.2443, -0.1170], [0.1608, 0.4816, -0.0249], [-0.1146, -0.0278, 0.1464]]
}